20
Properties=species:S:1:pos:R:3:forces:R:3 method="wB97M-V/def2-TZVPD" smiles=CCCCNCO lumo_ha=0.041 e_homo_ha=-0.32955
C -0.417839 -0.041802 0.324001 0.793 0.557 1.147
N -0.113538 0.724868 1.577981 -0.517 -0.640 -1.689
C -1.072572 1.745207 1.905895 1.742 0.768 2.766
O -0.862042 2.018241 3.313551 -1.190 0.086 0.493
C 0.775690 -0.016641 -0.603726 0.479 1.131 -1.483
C 1.002227 -1.308013 -1.379788 1.456 -0.899 2.209
C 0.130554 -1.574838 -2.583231 0.608 -0.415 -1.003
H -1.301184 0.398820 -0.106580 -0.374 0.117 -0.381
H -0.645936 -1.093073 0.527650 -0.121 0.097 0.262
H 0.076754 0.115585 2.356983 -0.399 -0.045 0.162
H -0.817894 2.684472 1.391998 -0.535 -0.429 -0.511
H -2.142617 1.515516 1.949485 0.091 -0.222 -0.778
H 0.030293 2.136960 3.648596 0.313 0.016 -0.926
H 0.766701 0.834160 -1.340905 -0.507 -0.547 0.518
H 1.708215 0.233737 -0.076985 -0.470 -0.397 0.435
H 0.978937 -2.110040 -0.603125 -0.531 0.168 -0.523
H 2.098657 -1.264550 -1.490327 -0.347 -0.342 -1.256
H 0.748132 -1.402550 -3.482473 -0.687 0.994 0.102
H -0.790282 -0.991549 -2.482753 0.234 0.061 -0.608
H -0.152257 -2.604511 -2.846249 -0.038 -0.058 1.063